[1]
Entry from the Open Molecules 2025 dataset: a 2-piece molecular cluster, C4H7NOS2 overall at a distorted geometry (the ωB97M-V functional and the def2-TZVPD basis).

Summary:
Highest occupied orbital energy (Ha): -0.3334
Frontier orbital gap (eV): 7.751
E_LUMO (hartree): -0.049
Energy above the lowest of the compared OMol25 structures with the same formula, charge and spin (kJ/mol): 518.50
E_tot (Eh): -1082.79734

```
! RIJCOSX wB97M-V def2-TZVPD def2/J DEFGRID3
* xyz 0 1
C 0.9868 -0.4081 0.2969
C 1.6113 -0.7393 -1.0485
H 1.9547 -1.8338 -1.1089
O -0.0767 -1.2855 0.7656
H 0.9783 -0.3726 -2.0403
H -0.9289 1.0810 2.2118
C -0.9325 1.0155 1.0934
H -0.8762 -0.9002 0.2063
C 0.2619 1.0351 0.3364
N -2.2287 0.8157 0.8015
H -3.5965 -0.7782 -0.3000
H 1.8034 -0.5205 1.0557
S -2.5725 0.6296 -0.9000
H 2.6837 -0.2163 -1.1993
S 0.9319 2.4776 -0.1705
*
```

Atomic partial charges in e from the Mulliken method, atoms 1 to 2:
1. C 0.56
2. C -1.15

***

[2]
Entry from the Open Molecules 2025 dataset: C40H47N8O6Sn as an isolated structure at a distorted geometry (the ωB97M-V functional and the def2-TZVPD basis).

Summary:
Highest occupied orbital energy (Ha): -0.3575
Frontier orbital gap (eV): 7.661
E_LUMO (hartree): -0.076
E_tot (Eh): -2656.09302

```
! RIJCOSX wB97M-V def2-TZVPD def2/J DEFGRID3
* xyz 1 1
H 20.7231 14.4264 7.9182
H 21.3575 13.8302 13.8792
C 13.9414 17.1074 14.3006
H 15.9588 19.1445 7.9789
C 14.4880 8.7247 10.6531
N 18.3701 12.6223 13.0011
H 13.1300 15.6352 11.3927
H 17.4633 11.5980 11.4284
H 20.7124 16.1307 13.0024
H 10.0707 14.7702 9.7452
H 18.0194 18.1133 7.0205
C 10.4161 12.7851 10.5241
H 7.2391 13.4128 10.7224
O 15.9203 14.5153 19.8697
H 18.8803 13.6076 14.7893
C 19.8459 14.8699 8.4006
C 15.0561 19.3629 12.7721
H 16.6070 15.5980 15.4451
C 16.1889 14.9623 16.2390
C 12.6957 12.0322 10.3453
C 15.2483 13.3687 20.3701
C 20.1112 15.6950 12.1841
C 15.8541 14.4373 18.5125
H 15.3676 20.1444 12.0567
C 17.5452 15.9657 9.6764
C 15.3300 13.5413 14.4111
H 15.2287 6.8739 11.4579
C 13.7327 10.9932 10.3622
H 12.0376 16.3709 12.6047
C 14.9321 12.9608 16.8265
H 20.6729 15.7917 11.2394
H 17.4698 18.8376 11.3867
C 13.0049 15.8576 12.4597
H 19.4764 11.9122 14.6660
H 14.3694 12.0663 16.5285
Sn 15.4308 13.7608 11.4422
H 17.7446 12.2348 14.9515
H 17.5941 18.9610 13.1711
H 12.5143 15.0915 9.2155
O 14.7377 12.5419 13.9702
H 8.6294 11.6132 10.4888
H 19.6552 16.4830 6.9923
C 15.6946 9.0988 10.0726
C 12.1557 14.1543 9.6626
H 13.9823 19.1832 12.6429
C 16.4153 18.2591 8.4436
N 15.8041 18.1505 12.5154
C 19.3181 14.2946 9.5485
O 8.1885 13.6552 10.6040
O 13.2912 7.2225 12.1517
C 15.8399 17.6982 9.5731
H 13.7618 16.2045 14.9084
H 15.2450 19.7378 13.7953
C 15.1892 16.9746 12.2118
H 14.9136 18.1251 9.9782
H 17.7237 17.3637 12.3800
C 16.3803 15.2969 17.5730
C 17.5449 17.6954 7.9115
N 14.0611 16.7236 12.9131
H 20.7822 12.4756 12.8387
C 15.4806 13.8197 15.8670
H 13.0887 17.8014 14.4483
N 14.9338 11.3562 9.8890
H 15.9612 12.7514 20.9278
C 19.2598 15.9988 7.8908
O 14.7432 12.6275 19.2688
C 11.3655 11.7910 10.7001
C 15.1418 13.2961 18.1426
H 18.2106 10.5694 12.6842
C 21.0035 13.5513 12.8702
H 16.6540 11.3884 13.0263
O 15.8620 14.4100 13.6353
H 16.5040 8.3717 9.9197
H 13.6243 7.6730 12.9630
C 17.6287 11.4935 12.5053
C 16.3797 16.5925 10.2138
C 17.2183 18.3408 12.3376
N 17.7710 14.1351 11.3402
N 13.0766 13.2315 9.8812
C 18.6435 13.7114 12.2444
H 14.8659 17.5779 14.6620
N 15.6635 16.1114 11.3202
H 12.9838 14.9124 13.0372
H 13.8738 6.6952 10.2993
C 13.4880 9.6816 10.7758
C 10.8113 13.9880 9.9495
H 12.5222 9.3804 11.2078
H 19.7709 13.3849 9.9578
C 14.2614 7.3155 11.1355
C 18.6454 12.5957 14.4208
C 18.2165 14.8240 10.2075
H 9.0073 12.3968 12.0572
C 18.1171 16.5538 8.4986
H 21.8056 13.7633 12.1407
N 19.8302 14.3218 12.5083
H 16.9301 16.1980 17.8746
H 19.1736 16.2645 12.0977
C 15.8601 10.4243 9.7224
H 11.0713 10.8197 11.1197
H 16.7984 10.7696 9.2779
C 8.9984 12.5553 10.9573
H 14.4131 13.6917 21.0079
*
```

Atomic partial charges in e from the Mulliken method, atoms 1 to 2:
1. H 0.39
2. H 0.35

***

[3]
Entry from the Open Molecules 2025 dataset: C34H41BrN2O16P2V as an isolated structure (the ωB97M-V functional and the def2-TZVPD basis).

Summary:
Highest occupied orbital energy (alpha / beta) (Ha): -0.2697 / -0.2697
Frontier orbital gap (alpha / beta) (eV): 5.509 / 6.101
E_LUMO (alpha / beta) (hartree): -0.067 / -0.045
Energy above the lowest of the compared OMol25 structures with the same formula, charge and spin (kJ/mol): 34.08
E_tot (Eh): -6834.64090

```
! RIJCOSX wB97M-V def2-TZVPD def2/J DEFGRID3
* xyz 0 2
C -3.1920 1.2472 -2.7867
C -2.7807 1.0378 -5.1241
H -1.9978 3.2551 4.6131
O -1.6704 0.2977 1.5709
C 2.1025 -2.8250 -0.8662
O -0.7393 4.5267 -0.2782
C -2.2339 -5.5025 0.7298
O -0.7455 2.3227 -0.4681
H -2.0749 -3.6633 3.4899
C -0.3938 -1.4971 5.6221
N -2.3848 -4.3419 1.3598
C -2.1431 -5.6027 -0.6537
H -0.3646 -2.1375 6.5043
H 1.3978 1.5553 -1.5344
H 1.0008 2.8383 2.3558
O 0.5000 -0.0127 -0.2907
H 4.2638 0.5679 4.0908
O 2.3739 5.8310 -4.2674
H -0.5416 -0.4703 5.9498
C 0.4138 -1.3912 2.0246
O -0.0133 0.7325 3.5206
H 3.4431 -1.0637 2.4026
O -5.2199 1.5747 -1.5635
C -2.4307 -3.2359 0.6204
C -1.3086 -3.3865 4.2138
H -0.0148 0.5701 -3.2162
H -2.5574 -2.2946 1.1458
O 3.6640 3.9664 -4.6955
H 0.2599 -3.6733 -0.1133
C 1.5717 2.4627 -2.0935
C 1.9922 4.8067 -3.4495
H -1.3517 -4.0854 5.0500
C -2.3258 -3.2454 -0.7645
H 0.5770 -1.5665 5.1275
H 0.3873 5.6594 -2.3007
C 2.7703 3.6861 -3.7135
C 0.7895 3.5781 -1.8365
H 4.7543 -0.3497 0.4333
Br -1.9149 -7.2949 -1.4498
H -2.4716 1.9777 3.4954
H -0.7592 0.6412 -5.6393
H -2.4574 -1.9346 5.2841
O -2.5466 -1.9136 -2.7242
H 3.5207 1.8912 3.1803
C -1.5198 -1.9794 4.7312
C -1.7946 2.2263 4.3147
C 1.3042 -3.9557 -0.2554
O 2.3412 -1.7812 0.1434
H 2.4981 0.6631 3.9416
H 5.6508 -0.0155 1.9222
P 1.3877 -0.6680 0.6925
H -0.0715 4.0676 3.0446
N -1.8967 1.0152 -2.5105
H 3.1153 -3.1658 -1.0778
O -4.4802 1.1473 -6.7387
C -4.0343 1.4291 -1.5606
V -1.5589 0.7955 -0.5280
C -2.2908 -1.9760 -1.5542
C -2.2011 -4.4589 -1.4256
H -4.7213 1.4078 -4.2847
O -1.7907 -1.0926 3.6001
C -0.2859 3.5653 -0.8249
C 3.4423 0.8306 3.4234
O -2.3252 0.9452 -7.4233
C 3.4918 5.3532 -5.0115
H 3.2091 1.6382 -3.2601
P -0.8453 -0.2727 2.6640
H 3.2914 5.4550 -6.0770
O -3.2987 1.3868 -0.4301
H -0.7140 2.8993 1.8950
H -0.3300 -3.4967 3.7414
H -2.1383 -4.4855 -2.5057
C 1.4907 -2.2588 -2.1294
O -1.9354 -0.9515 -0.7871
H -2.0085 1.5765 5.1632
C -1.4455 0.8043 -4.8188
H 4.8288 1.3030 1.0704
C 2.5929 2.5002 -3.0462
C -0.3511 2.1229 3.8737
H 0.3196 2.3085 4.7135
H 1.3202 -4.8144 -0.9281
H 4.3890 5.9005 -4.7143
H -2.1833 -6.3941 1.3436
C -3.6723 1.2494 -4.0739
H 1.7294 -4.2636 0.7002
C -0.0106 3.0293 2.7167
C 4.7654 0.2490 1.3430
H -0.1118 -2.2630 1.6259
H 2.0294 -1.3730 -2.4649
H 1.0746 -1.7210 2.8299
C -1.0368 0.7793 -3.5036
C 3.5199 0.0006 2.1623
C 1.0011 4.7957 -2.5112
C -3.2528 1.0465 -6.6023
O 2.3664 0.3656 1.3397
H 1.5541 -3.0148 -2.9130
H 0.4437 -1.9933 -1.9904
*
```

Atomic partial charges in e from the Mulliken method, atoms 1 to 2:
1. C 0.81
2. C 0.22

***

[4]
Entry from the Open Molecules 2025 dataset: a 2-piece molecular cluster, C4H13N2O overall at a distorted geometry (the ωB97M-V functional and the def2-TZVPD basis).

Summary:
Highest occupied orbital energy (Ha): -0.4813
Frontier orbital gap (eV): 9.900
E_LUMO (hartree): -0.117
Energy above the lowest of the compared OMol25 structures with the same formula, charge and spin (kJ/mol): 228.13
E_tot (Eh): -344.67996

```
! RIJCOSX wB97M-V def2-TZVPD def2/J DEFGRID3
* xyz 1 1
C 0.2979 -0.9625 -1.3768
H 0.8884 -1.9811 1.3094
C -0.8079 -2.0026 -1.3947
H -1.1194 -2.2096 -2.4180
H -2.9648 1.8142 0.0401
C 0.6355 -0.3354 -0.0529
H 0.8064 1.4602 0.8378
H 0.4618 1.5842 -0.7728
H -2.5531 3.2574 0.1038
O -2.3057 2.4150 -0.3235
H 1.2367 -1.4519 -1.6650
C 1.0269 -0.9208 1.1041
H -0.8156 1.2474 0.1267
N 0.2041 1.1008 0.0897
N 1.7154 -0.0693 1.9666
H 1.7257 -0.3246 2.9549
H 0.2100 -0.2600 -2.2118
H -0.5168 -2.9144 -0.8746
H 2.6983 0.1482 1.8379
H -1.7537 -1.6550 -0.9497
*
```

Atomic partial charges in e from the Mulliken method, atoms 1 to 2:
1. C -0.59
2. H 0.37